Record 1
Here is C19H31Cl20IO4SSi2 as an isolated structure at a distorted geometry from the Open Molecules 2025 dataset. Energies are from wB97M-V/def2-TZVPD.

CARTESIAN COORDINATES (ANGSTROEM)
H (0.722, -2.096, -2.810)
C (0.956, 0.387, -7.528)
H (-2.468, 2.896, 0.433)
Cl (1.471, -8.236, 0.846)
H (-0.790, -3.485, 2.146)
Cl (6.178, 2.228, 2.138)
C (-5.877, -0.467, -0.006)
C (-6.202, 4.834, 3.879)
S (2.686, -0.293, -1.729)
Cl (0.343, 0.107, -9.163)
H (-0.104, 0.414, -2.487)
H (-0.752, 1.990, 1.799)
H (-1.741, 1.549, -0.354)
H (0.651, -5.173, 0.730)
H (-5.939, -0.167, 2.141)
H (-1.377, -5.084, 1.743)
C (-2.112, -0.196, -2.706)
H (-4.451, -0.990, 1.502)
H (-5.129, -0.589, -0.777)
Si (-1.101, -0.413, 1.765)
H (-2.199, 1.605, 2.665)
O (-1.207, -1.127, 0.259)
C (-0.630, -0.431, -2.921)
Cl (0.332, -7.925, 3.479)
Cl (2.464, -6.186, 2.616)
H (-2.719, -0.914, -3.238)
H (-0.980, -2.521, -2.405)
Cl (-6.452, 6.026, 5.163)
H (5.287, -1.139, -0.378)
C (4.144, 0.547, -1.031)
Cl (1.665, -1.107, -6.900)
C (1.009, -3.146, 0.233)
Cl (4.751, 3.579, 4.252)
O (-0.458, -4.747, -0.921)
Si (0.230, -1.595, -0.489)
C (5.389, -0.331, -1.092)
C (1.490, -0.174, -0.351)
H (0.985, 0.784, -0.467)
C (1.820, -7.829, 2.533)
Cl (-0.370, 0.891, -6.477)
H (-2.393, -0.226, -1.662)
H (3.947, 0.766, 0.010)
Cl (6.490, 7.847, 2.240)
Cl (5.885, 10.119, 0.565)
H (-6.497, 0.375, -0.294)
H (-6.463, -1.380, 0.002)
Cl (-7.250, 5.219, 2.508)
Cl (3.008, -8.963, 3.179)
Cl (4.429, 4.436, 1.516)
H (4.299, 1.483, -1.555)
C (-1.084, -4.124, 1.322)
H (1.406, -2.977, 1.232)
C (-5.207, -0.221, 1.352)
H (1.995, -0.222, 0.606)
H (5.516, -0.759, -2.079)
O (-4.604, 1.948, 2.057)
Cl (3.321, 1.915, 2.376)
C (-4.455, 1.082, 1.276)
C (-2.380, 1.816, 0.479)
H (-1.935, -3.741, 0.771)
C (-0.194, -1.776, -2.318)
H (-0.415, -0.417, -3.981)
H (-0.007, -5.547, -1.211)
Cl (4.865, 7.508, -0.119)
Cl (7.683, 8.069, -0.379)
C (6.232, 8.387, 0.577)
H (1.818, -3.442, -0.431)
Cl (-6.601, 3.225, 4.490)
Cl (2.190, 1.651, -7.570)
C (0.059, -4.348, 0.339)
C (-1.658, 1.387, 1.750)
H (-1.938, -1.203, 2.691)
Cl (-4.517, 4.874, 3.359)
I (-2.642, 1.765, -3.428)
H (6.244, 0.295, -0.856)
C (4.670, 3.042, 2.572)
H (0.284, -0.484, 2.291)
O (-3.619, 1.144, 0.231)

Calculated values
Highest occupied orbital energy = -0.317 Eh
LUMO = 0.0 eV
Gap between HOMO and LUMO = 8.58 eV

Record 2
Here is an isolated ion of composition C3H5N2O2 and charge +1 at a distorted geometry from the Open Molecules 2025 dataset. Energies are from wB97M-V/def2-TZVPD.

CARTESIAN COORDINATES (ANGSTROEM)
N (0.105, -0.226, -0.054)
H (-1.395, 1.132, 0.266)
H (-2.083, -0.606, -0.131)
O (1.364, 1.642, -0.212)
C (2.574, -0.295, 0.059)
N (2.411, 1.077, 0.215)
C (1.036, -1.009, 0.107)
H (3.083, 1.378, 0.883)
H (1.077, -2.024, 0.309)
C (-1.284, 0.162, -0.303)
H (-1.361, 0.590, -1.314)
O (3.548, -0.888, -0.272)

Calculated values
Highest occupied orbital energy (spin up / spin down) = -0.550 / -0.560 Eh
SMILES string = C/N=C/C(=O)[NH+]=O
LUMO (spin up / spin down) = -6.7 / -7.4 eV
Total charge = +1
Relative energy (zero: lowest compared OMol25 entry of this formula, charge and spin) = 5.3500 eV
Gap between HOMO and LUMO (spin up / spin down) = 8.28 / 7.88 eV

Record 3
Here is C34H40ClKN6OPS2 as an isolated structure from the Open Molecules 2025 dataset. Energies are from wB97M-V/def2-TZVPD.

CARTESIAN COORDINATES (ANGSTROEM)
H (-4.297, 3.283, -3.285)
C (-0.619, -0.185, 5.977)
C (6.303, -1.745, -0.772)
H (7.584, -2.399, 1.486)
C (2.202, 0.406, -3.556)
H (2.899, 1.012, -2.990)
H (-1.362, 0.795, 7.742)
C (-3.652, 1.760, 2.526)
H (-2.945, -1.014, -5.075)
H (-4.400, 2.261, 1.924)
H (-3.087, -1.411, -3.366)
C (-1.469, 0.702, 6.668)
H (-5.279, -0.131, -1.997)
H (-2.368, 4.036, -3.091)
H (-1.287, 0.184, -3.762)
H (-5.842, 2.896, -2.524)
H (3.684, -1.786, 5.090)
C (-1.322, 2.531, -1.891)
C (1.073, -0.504, -5.393)
C (-1.711, 0.397, 3.905)
H (2.469, 1.156, -5.554)
N (-1.815, 0.222, 2.564)
C (-2.306, 0.575, -3.764)
H (1.733, -0.852, 5.028)
C (3.962, -4.590, 3.224)
N (0.060, -1.237, 3.871)
H (-0.608, 2.341, -2.701)
C (5.806, -1.651, 0.523)
H (-1.966, 1.252, -5.781)
H (-4.230, 2.635, 4.389)
C (3.414, -2.567, 4.388)
N (0.426, -1.380, -4.656)
H (-4.670, 0.092, -0.365)
N (1.544, -0.481, -2.811)
C (4.298, -3.572, 4.134)
C (5.552, -1.142, -1.762)
C (-2.570, 1.273, 4.612)
C (-4.893, 2.474, -2.870)
H (-5.128, 1.781, -3.681)
C (-3.211, -0.610, -4.095)
C (-2.745, 0.871, 1.913)
H (-1.118, 4.675, -2.023)
H (6.079, -3.221, 1.929)
C (-0.698, -0.341, 4.610)
H (-2.662, 4.167, -1.355)
H (-6.078, 1.015, -0.921)
H (5.891, -1.160, -2.795)
H (-4.265, -0.318, -4.129)
H (0.085, -0.782, 6.542)
C (0.610, -1.355, -3.302)
H (-1.196, 2.648, 0.284)
C (-4.196, 1.739, -1.726)
N (4.412, -0.510, -1.530)
C (-2.378, 1.650, -4.849)
H (7.231, -2.256, -0.990)
N (4.656, -1.034, 0.780)
H (-1.804, 2.542, -4.594)
C (-3.557, 1.960, 3.871)
C (6.524, -2.254, 1.690)
C (2.748, -4.579, 2.605)
H (6.395, -1.628, 2.573)
P (-2.469, 1.056, -1.974)
C (-2.425, 1.422, 6.013)
H (1.752, -0.418, -1.780)
H (-3.085, 2.096, 6.544)
C (-1.909, 3.924, -2.109)
O (0.614, -3.645, 2.321)
S (2.496, 0.354, 0.084)
C (1.746, -3.570, 2.857)
H (0.881, -0.554, -6.462)
C (-0.541, 2.484, -0.577)
Cl (5.859, -3.611, 4.927)
C (-5.104, 0.614, -1.218)
C (1.274, -1.470, 4.243)
H (0.227, 3.262, -0.559)
K (0.059, -1.587, 1.065)
H (2.477, -5.358, 1.903)
S (-0.244, -2.341, -2.260)
C (3.974, -0.496, -0.246)
C (1.972, 0.454, -4.904)
H (-3.405, 1.955, -5.051)
H (-4.056, 2.447, -0.898)
C (2.144, -2.509, 3.770)
H (-2.790, 0.702, 0.840)
H (4.677, -5.377, 3.015)
H (-0.032, 1.527, -0.438)

Calculated values
Highest occupied orbital energy = -0.159 Eh
LUMO = 2.2 eV
Total charge = -1
Relative energy (zero: lowest compared OMol25 entry of this formula, charge and spin) = 0.5616 eV
Gap between HOMO and LUMO = 6.56 eV

Record 4
Here is one molecule with the formula C3H10IPSi at a distorted geometry from the Open Molecules 2025 dataset. Energies are from wB97M-V/def2-TZVPD.

CARTESIAN COORDINATES (ANGSTROEM)
H (-1.125, 1.428, 1.733)
C (-0.684, 0.524, 1.435)
C (1.884, 0.410, -0.225)
H (2.255, 0.860, 0.695)
H (-0.432, -2.269, 0.112)
H (-1.290, -0.242, 1.867)
H (-0.759, 1.953, -2.705)
H (-1.765, -1.611, -0.438)
Si (-0.022, 0.300, -0.204)
H (2.171, 0.984, -1.156)
H (-0.437, -1.780, -1.550)
H (2.425, -0.467, -0.157)
C (-0.733, -1.491, -0.572)
I (-2.947, 2.490, -1.121)
P (-0.523, 2.261, -1.200)
H (0.284, 0.414, 1.989)

Calculated values
Highest occupied orbital energy = -0.320 Eh
SMILES string = C[Si](C)(C)PI
LUMO = 0.1 eV
Relative energy (zero: lowest compared OMol25 entry of this formula, charge and spin) = 1.2132 eV
Gap between HOMO and LUMO = 8.76 eV

Record 5
Here is one molecule with the formula C4H7NO2 from the Open Molecules 2025 dataset. Energies are from wB97M-V/def2-TZVPD.

CARTESIAN COORDINATES (ANGSTROEM)
C (-0.124, 0.871, -1.902)
H (0.938, 1.051, -2.084)
C (-0.320, -0.615, -1.733)
C (0.782, 0.030, 2.214)
H (-0.030, -0.170, 2.931)
H (-0.448, 1.448, -1.035)
H (-0.683, 1.188, -2.790)
H (-1.501, -0.913, 1.322)
O (-1.126, -1.002, -0.658)
C (-0.714, -0.688, 0.593)
N (0.433, -0.235, 0.835)
H (1.645, -0.590, 2.481)
O (0.064, -1.452, -2.493)
H (1.084, 1.077, 2.317)

Calculated values
Highest occupied orbital energy = -0.380 Eh
SMILES string = C/N=C/OC(C)=O
LUMO = 1.0 eV
Relative energy (zero: lowest compared OMol25 entry of this formula, charge and spin) = 1.1675 eV
Gap between HOMO and LUMO = 11.29 eV